1.
Density functional theory data (ωB97M-V/def2-TZVPD) for a 2-piece molecular cluster, C4H11S2 overall.

CARTESIAN COORDINATES (ANGSTROEM)
S1 -0.6620 0.2112 2.6501
S2 3.0011 0.6711 -1.1599
C1 1.8158 -0.0540 -2.3308
C2 -1.4275 -0.1366 1.0311
C3 1.8781 0.8817 0.2432
C4 -2.7664 -0.8394 1.1502
H1 -0.7525 -0.7383 0.4184
H2 2.4538 1.3205 1.0525
H3 1.0574 1.5625 0.0328
H4 1.2260 -0.8211 -1.8410
H5 1.1954 0.7426 -2.7395
H6 -3.2192 -1.0589 0.1720
H7 -2.6401 -1.7347 1.7543
H8 2.3850 -0.5077 -3.1375
H9 1.4981 -0.0908 0.5438
H10 -1.5605 0.8036 0.4683
H11 -3.4825 -0.2117 1.6920

The calculation puts the frontier orbital gap at 5.48 eV. The total energy comes out at -25997.5814 eV. The LUMO energy is 3.079 eV. The HOMO energy is -2.40 eV. Its net charge is -1.

---

2.
Density functional theory data (ωB97M-V/def2-TZVPD) for a 2-piece molecular cluster, C4H11S2 overall at a distorted geometry.

CARTESIAN COORDINATES (ANGSTROEM)
S1 -1.1943 2.0289 -1.5134
S2 -0.5436 -3.0471 1.9490
C1 1.5837 -2.9549 0.1556
C2 0.0900 1.1995 -0.3429
C3 0.2404 -2.2984 0.5161
C4 -1.6197 3.3952 -0.3597
H1 -0.6540 1.1012 0.4936
H2 2.1623 -3.3410 1.0574
H3 -0.9374 4.2593 -0.3339
H4 0.8380 1.9487 -0.1880
H5 0.5811 0.4560 -0.8881
H6 -2.7323 3.7574 -0.7417
H7 2.2496 -2.2013 -0.2695
H8 1.5023 -3.7629 -0.6667
H9 -1.7980 2.9442 0.6139
H10 -0.3716 -2.1529 -0.3665
H11 0.6035 -1.3318 0.8848

The calculation puts the frontier orbital gap at 5.04 eV. The total energy comes out at -25996.2223 eV. The LUMO energy is 2.898 eV. The HOMO energy is -2.14 eV. Its net charge is -1.

---

3.
Density functional theory data (ωB97M-V/def2-TZVPD) for a 2-piece molecular cluster, C4H11S2 overall at a distorted geometry.

CARTESIAN COORDINATES (ANGSTROEM)
S1 1.5921 -0.2279 -0.9270
S2 -2.5861 0.1268 -1.7648
C1 2.3619 0.0561 1.7050
C2 1.4668 -0.7416 0.7871
C3 -1.4547 1.5292 -1.5821
C4 -1.9649 -0.9819 -0.4718
H1 1.6198 -1.8259 0.7684
H2 -1.9941 2.4336 -1.3022
H3 3.4340 -0.0264 1.5261
H4 -1.8088 -0.4793 0.4821
H5 -1.0724 1.8036 -2.5706
H6 0.4395 -0.6652 1.1098
H7 -1.0275 -1.4025 -0.8486
H8 2.0722 1.0922 1.7062
H9 -2.6721 -1.7776 -0.4741
H10 -0.6442 1.3712 -0.8883
H11 2.2384 -0.2846 2.7448

The calculation puts the frontier orbital gap (alpha / beta) at 9.20 / 6.36 eV. The total energy comes out at -25995.1910 eV. The LUMO energy (alpha / beta) is 0.867 / -1.968 eV. The HOMO energy (alpha / beta) is -8.33 / -8.33 eV. As for the multiplicity: 2.

---

4.
Density functional theory data (ωB97M-V/def2-TZVPD) for a 2-piece molecular cluster, C4H12 overall at a distorted geometry.

CARTESIAN COORDINATES (ANGSTROEM)
C1 2.3059 1.3055 0.9560
C2 0.7902 1.0879 0.8978
C3 -0.9296 -1.6977 -0.9630
C4 -2.1569 -0.7754 -0.8724
H1 -2.7385 -0.8387 -1.7973
H2 0.2875 2.0453 1.0604
H3 2.8731 0.6358 0.3096
H4 0.4821 0.7648 -0.0964
H5 -0.5511 -1.9643 0.0253
H6 2.5784 2.3190 0.6796
H7 -2.8611 -1.0192 -0.0623
H8 -0.1233 -1.1330 -1.4409
H9 2.6735 1.1500 1.9644
H10 -1.1380 -2.5577 -1.5825
H11 -1.9046 0.2764 -0.7338
H12 0.4122 0.4013 1.6555

The calculation puts the frontier orbital gap (alpha / beta) at 2.76 / 12.49 eV. The total energy comes out at -4340.8196 eV. The LUMO energy (alpha / beta) is 4.337 / 4.549 eV. The HOMO energy (alpha / beta) is 1.58 / -7.94 eV. Its net charge is -1. As for the multiplicity: 2.

---

5.
Density functional theory data (ωB97M-V/def2-TZVPD) for a 2-piece molecular cluster, C4H12 overall.

CARTESIAN COORDINATES (ANGSTROEM)
C1 -0.1558 -1.2197 1.5799
C2 0.4956 2.6228 -1.3090
C3 -0.7927 -2.5815 1.3693
C4 0.4747 1.1551 -1.7570
H1 -0.8872 -0.4170 1.7338
H2 0.4899 -0.9044 0.7570
H3 -0.0047 -3.3375 1.3169
H4 0.4147 1.0409 -2.8366
H5 -1.4770 -2.6244 0.5190
H6 0.5262 2.6741 -0.2167
H7 1.3383 0.6321 -1.3332
H8 1.3504 3.1874 -1.6884
H9 -0.3935 0.7147 -1.2642
H10 0.4715 -1.1891 2.4826
H11 -1.4098 -2.8620 2.2384
H12 -0.4408 3.1084 -1.5918

The calculation puts the frontier orbital gap (alpha / beta) at 2.77 / 12.51 eV. The total energy comes out at -4340.9323 eV. The LUMO energy (alpha / beta) is 4.290 / 4.505 eV. The HOMO energy (alpha / beta) is 1.52 / -8.01 eV. Its net charge is -1. As for the multiplicity: 2.

---

6.
Density functional theory data (ωB97M-V/def2-TZVPD) for a 2-piece molecular cluster, C4H12 overall at a distorted geometry.

CARTESIAN COORDINATES (ANGSTROEM)
C1 -1.0308 -0.9964 0.8606
C2 1.3351 1.0852 -1.0247
C3 0.6943 0.3210 -2.1969
C4 -1.0265 -0.3747 2.2807
H1 -1.2386 -2.0839 0.9359
H2 -0.3058 0.5076 -2.4172
H3 1.5995 0.2743 -0.3532
H4 0.6163 1.6875 -0.3364
H5 1.2504 0.4631 -3.1283
H6 -0.9510 -1.0802 3.0875
H7 -1.8518 -0.5014 0.3722
H8 -1.8419 0.3681 2.6273
H9 2.3153 1.4866 -1.1638
H10 0.7514 -0.7670 -1.9213
H11 -0.1439 0.3158 2.2705
H12 -0.0329 -0.8814 0.5094

The calculation puts the frontier orbital gap (alpha / beta) at 2.83 / 11.80 eV. The total energy comes out at -4339.9384 eV. The LUMO energy (alpha / beta) is 4.349 / 4.370 eV. The HOMO energy (alpha / beta) is 1.52 / -7.43 eV. Its net charge is -1. As for the multiplicity: 2.

---

7.
Density functional theory data (ωB97M-V/def2-TZVPD) for a 2-piece molecular cluster, C4H12 overall at a distorted geometry.

CARTESIAN COORDINATES (ANGSTROEM)
C1 -1.6935 1.0046 -0.7867
C2 -1.2195 2.3621 -0.2407
C3 1.4727 -2.4413 0.5339
C4 1.4239 -0.9312 0.4875
H1 -1.1440 0.2023 -0.3063
H2 -1.5300 0.8703 -1.8564
H3 0.7798 -2.8652 -0.2006
H4 -2.0516 3.0489 -0.1327
H5 -0.4444 2.8646 -0.8225
H6 0.6575 -0.4956 1.1365
H7 1.3739 -0.5466 -0.5248
H8 2.2697 -0.4617 1.0116
H9 -0.7356 2.2029 0.7228
H10 -2.7733 0.9168 -0.6821
H11 2.3873 -2.9415 0.2041
H12 1.2447 -2.8945 1.4961

The calculation puts the frontier orbital gap at 12.52 eV. The total energy comes out at -4342.1670 eV. Its SMILES is CC.CC. The LUMO energy is 1.149 eV. The HOMO energy is -11.38 eV.

---

8.
Density functional theory data (ωB97M-V/def2-TZVPD) for a 2-piece molecular cluster, C4H12 overall at a distorted geometry.

CARTESIAN COORDINATES (ANGSTROEM)
C1 -2.1793 0.0985 -0.5129
C2 2.7067 0.1649 -0.3011
C3 -2.5914 0.9031 0.7628
C4 2.0373 -1.1922 0.0619
H1 1.4788 -0.9971 0.9707
H2 -2.3835 -0.9834 -0.4671
H3 2.4311 0.5378 -1.2935
H4 -1.6732 0.9252 1.3346
H5 -2.7680 1.9546 0.5630
H6 2.6634 -2.0761 -0.0612
H7 2.4254 0.9156 0.5273
H8 -2.6651 0.6291 -1.3189
H9 1.3079 -1.4840 -0.7190
H10 -3.4279 0.4477 1.3104
H11 -1.0986 0.1218 -0.6519
H12 3.8021 0.1671 -0.1897

The calculation puts the frontier orbital gap at 12.62 eV. The total energy comes out at -4341.7735 eV. Its SMILES is CC.CC. The LUMO energy is 1.064 eV. The HOMO energy is -11.56 eV.